114
Properties=species:S:1:pos:R:3:forces:R:3:mulliken_spin:R:1 method="wB97M-V/def2-TZVPD" total_charge=-2 orbital_gap_ev="5.6 / 6.0" lumo_energy_ev="3.90 / 3.78" multiplicity=6 homo_energy_ev="-1.73 / -2.27"
Fe -1.234 0.795 -0.559 -1.1706 0.1916 1.8247 3.1565
N -0.242 5.278 -0.299 0.4222 0.1731 0.1604 0.0014
C -0.983 4.112 -0.227 -0.7267 -0.2703 0.1053 0.0110
S -2.059 3.774 -1.505 -0.3777 -0.1140 -0.4591 0.0450
N -0.870 3.411 0.864 0.8998 1.1212 0.5429 -0.0117
N -1.613 2.278 0.911 -0.2833 -1.2104 -0.3719 0.0818
C -2.294 2.037 1.972 0.4523 0.7803 -0.3264 -0.0111
C -3.193 0.941 2.167 -0.2647 -0.7354 -0.1281 -0.0065
C -3.815 0.844 3.415 0.0372 0.0427 -0.1418 -0.0047
C -4.781 -0.098 3.681 -0.1013 -0.0120 0.2873 0.0073
C -5.143 -0.992 2.676 0.0115 0.0282 0.0114 -0.0021
C -4.528 -0.947 1.448 0.0742 -0.0563 -0.1315 0.0069
C -3.517 -0.003 1.141 -0.2595 0.3645 0.6318 0.0056
O -2.965 -0.020 -0.022 0.1472 -0.1259 -0.6755 0.0772
H -0.040 5.565 -1.245 -0.0899 -0.0492 0.1242 0.0011
H 0.553 5.285 0.326 0.0125 0.0698 -0.0161 0.0015
H -2.255 2.771 2.782 0.0952 0.0472 -0.1101 0.0081
H -3.509 1.537 4.190 -0.0290 0.0851 0.0330 -0.0002
H -5.241 -0.142 4.660 -0.0245 -0.0368 0.0072 0.0008
H -5.912 -1.731 2.871 0.0207 -0.0554 -0.0366 -0.0006
H -4.774 -1.664 0.678 -0.0455 -0.0309 -0.1068 0.0007
C -0.497 1.154 5.141 0.3597 0.0767 -0.5926 -0.0033
Si 0.963 1.999 4.216 -0.2492 0.6610 0.9201 0.1180
C 0.505 3.857 3.988 0.0942 -0.6623 -0.2105 0.0027
C 2.366 2.062 5.563 -0.2280 -0.2411 -0.7571 0.0701
Ge 1.454 0.926 2.057 1.1969 0.0336 1.2188 0.0925
Si 3.495 2.126 1.296 0.6724 0.8312 -0.5340 0.0776
C 2.985 3.915 0.789 -0.0960 -0.6413 0.1539 0.0094
C 5.002 2.450 2.475 -0.7078 -0.3938 -0.1037 0.0660
C 4.348 1.429 -0.290 -0.5175 -0.0430 0.5406 -0.0053
Si 2.393 -1.183 2.820 0.6030 -0.9897 0.4379 0.0097
C 4.197 -1.038 3.523 -0.6205 0.3327 -0.3434 0.0426
C 1.455 -2.047 4.254 -0.0359 0.5136 -0.4728 0.0007
C 2.582 -2.496 1.432 -0.2705 0.5951 0.2948 -0.0129
H -1.195 1.871 5.568 -0.0119 0.2276 0.0231 0.0009
H -0.147 0.512 5.945 0.1711 -0.1187 0.0993 0.0013
H -1.045 0.526 4.446 -0.2179 -0.2175 -0.1171 -0.0018
H -0.139 4.238 4.778 -0.0966 -0.0871 0.2603 0.0006
H -0.007 3.988 3.040 -0.1342 0.0561 -0.2036 -0.0096
H 1.395 4.478 3.963 0.3022 0.0886 -0.0139 0.0049
H 2.024 2.522 6.489 -0.2668 0.1040 0.0679 0.0034
H 3.221 2.630 5.208 0.1716 0.1162 -0.0816 -0.0040
H 2.717 1.062 5.799 0.0771 -0.2409 0.0657 -0.0038
H 2.898 4.564 1.656 -0.0571 0.1003 0.2564 0.0013
H 2.007 3.860 0.325 -0.2574 0.0230 -0.1110 -0.0126
H 3.667 4.385 0.084 0.2592 -0.0496 -0.1127 0.0003
H 4.658 2.775 3.451 -0.0559 0.0900 0.2645 -0.0071
H 5.671 3.214 2.088 0.0088 0.1817 -0.2824 0.0060
H 5.580 1.544 2.620 0.1371 -0.2514 0.0691 -0.0042
H 3.621 1.366 -1.091 -0.1992 -0.0566 -0.1893 0.0010
H 4.720 0.423 -0.118 0.0948 -0.2465 0.0285 0.0011
H 5.177 2.041 -0.640 0.1370 0.2306 0.1727 0.0008
H 4.276 -0.219 4.231 0.0368 0.2010 0.1604 0.0008
H 4.911 -0.854 2.726 0.1788 0.0800 -0.2094 -0.0018
H 4.496 -1.950 4.034 -0.1040 -0.2724 0.0520 0.0050
H 1.647 -1.566 5.211 0.1297 0.1549 0.1585 0.0024
H 1.723 -3.098 4.342 0.2391 -0.1665 -0.0823 0.0006
H 0.387 -2.000 4.069 -0.2034 -0.0054 0.0022 0.0002
H 2.984 -2.040 0.533 0.0839 0.1069 -0.2548 0.0064
H 1.610 -2.908 1.181 -0.1987 -0.1079 -0.1012 0.0018
H 3.233 -3.322 1.711 0.1347 -0.0597 0.2418 -0.0012
O -1.332 -1.869 2.798 -0.1460 -0.1857 0.0002 0.0153
C -1.016 -1.562 1.652 -0.1416 -0.2591 0.0403 0.1344
O -0.553 -0.434 1.282 0.1019 0.7084 -0.6006 0.4148
C -1.124 -2.590 0.543 -0.0044 0.0351 -0.0971 -0.0112
C -1.961 -3.692 0.661 -0.0206 0.0907 0.1022 0.0030
C -2.009 -4.639 -0.347 -0.1229 -0.1379 -0.0102 0.0006
C -1.218 -4.500 -1.477 0.0480 -0.0094 -0.1616 -0.0020
C -0.402 -3.388 -1.613 0.0660 -0.1625 0.0495 -0.0038
C -0.359 -2.438 -0.608 0.0244 -0.0108 0.1108 0.0227
H -2.573 -3.784 1.547 0.0053 0.0048 0.1074 0.0007
H -2.673 -5.491 -0.259 -0.0156 -0.0411 0.0306 0.0001
H -1.251 -5.250 -2.259 -0.0181 0.0047 -0.0255 -0.0004
H 0.196 -3.250 -2.503 0.0698 0.0019 -0.1108 0.0003
H 0.283 -1.572 -0.696 0.0822 0.0248 -0.0141 0.0099
C -4.370 0.211 -5.045 0.1231 -0.4411 0.5251 0.0039
Si -4.365 -1.200 -3.755 -0.4190 0.0428 -0.1194 0.0032
C -4.927 -2.770 -4.716 0.1416 0.5095 0.4305 -0.0007
C -5.597 -0.761 -2.367 0.4081 -0.1509 -0.5076 0.0030
C -2.678 -1.546 -2.984 -0.3223 0.6320 -0.3439 0.0257
Te -1.422 0.245 -2.992 -0.3827 -0.7087 -0.9762 0.0636
C 0.638 -0.795 -4.936 0.6566 -0.2861 -0.3566 0.7482
Si 2.342 -1.334 -4.474 1.0815 -0.3062 0.3286 -0.0537
C 2.715 -3.120 -5.129 -0.3417 0.5544 0.1696 0.0334
C 2.768 -1.388 -2.609 -0.3707 0.1299 -0.6338 0.0223
C 3.695 -0.198 -5.250 -0.6774 -0.2932 0.1748 0.0245
H -5.302 0.264 -5.603 -0.2251 -0.1205 -0.0228 0.0002
H -3.559 0.080 -5.755 0.2012 -0.0218 -0.1674 0.0006
H -4.215 1.164 -4.549 0.0554 0.1794 0.0876 0.0004
H -5.922 -2.659 -5.137 -0.2248 0.0929 -0.0610 0.0001
H -4.934 -3.645 -4.074 0.0126 -0.1832 0.1916 0.0000
H -4.244 -2.973 -5.535 0.2017 -0.0013 -0.1811 0.0000
H -6.459 -0.198 -2.720 -0.0944 0.0367 -0.1487 0.0004
H -5.078 -0.151 -1.631 0.1437 0.1122 0.1459 -0.0003
H -5.961 -1.650 -1.856 -0.0093 -0.1705 0.0749 0.0006
H -2.149 -2.351 -3.483 0.1743 -0.0183 -0.1272 0.0081
H -2.795 -1.817 -1.941 -0.0599 -0.0306 0.2690 -0.0232
H 0.524 0.092 -5.545 -0.0852 0.2462 0.0889 0.0182
H -0.069 -1.562 -5.220 -0.2481 -0.1237 0.1199 -0.0027
H 3.026 -3.779 -4.324 0.0856 -0.0632 0.2128 0.0024
H 3.499 -3.129 -5.883 0.1220 0.0974 -0.1428 -0.0030
H 1.826 -3.557 -5.574 -0.1780 -0.0937 -0.1212 0.0014
H 2.458 -2.320 -2.148 -0.1441 -0.2447 0.0743 -0.0006
H 2.278 -0.589 -2.067 -0.1310 0.2160 0.1458 -0.0123
H 3.835 -1.280 -2.433 0.2426 -0.0157 -0.1287 -0.0018
H 3.634 -0.172 -6.335 -0.0701 -0.0167 -0.2024 0.0056
H 4.694 -0.534 -4.981 0.0800 -0.1444 0.1258 0.0014
H 3.585 0.820 -4.890 -0.0233 0.2517 0.0962 -0.0027
C 0.901 2.465 -2.265 -0.2311 -0.0414 -0.1228 -0.0796
C 0.394 1.478 -1.242 1.2593 -0.1446 0.3915 -0.2457
O 1.184 0.819 -0.564 -0.2436 0.4393 -0.7615 0.0560
H 1.406 1.904 -3.051 0.1799 -0.1708 -0.0307 0.0006
H 1.620 3.137 -1.797 0.0585 -0.0205 0.1029 -0.0079
H 0.089 3.035 -2.705 -0.0344 0.0471 0.0397 -0.0025

=====

128
Properties=species:S:1:pos:R:3:forces:R:3:lowdin_charge:R:1 method="wB97M-V/def2-TZVPD" total_charge=0 orbital_gap_ev=8.8 lumo_energy_ev=-0.23 multiplicity=1 homo_energy_ev=-9.04
C -1.551 -2.201 2.845 -0.1070 -0.8354 -0.3633 -0.0151
C -1.888 -3.358 3.768 -0.4508 -2.8059 0.2961 -0.2262
C -3.254 -3.490 4.475 0.7720 2.7925 1.0882 -0.1129
O -3.790 -4.737 4.260 -1.1320 -0.8782 0.2873 0.1060
C -3.101 -5.341 3.321 0.8293 -1.3910 -1.2590 -0.5965
O -3.323 -6.426 2.841 -0.0742 1.0360 0.4387 0.1376
O -2.068 -4.572 2.977 1.1995 -0.3202 -1.9836 0.0639
H -0.521 -2.207 2.483 0.2858 -0.3300 0.4757 0.0964
H -1.757 -1.201 3.228 -0.1813 -0.5433 0.0661 0.0159
H -2.113 -2.429 1.937 -0.3693 0.4402 -0.0159 0.0775
H -1.140 -3.729 4.468 0.4438 1.0005 -0.0140 0.1376
H -3.891 -2.721 4.035 -0.3648 -0.7176 0.7813 0.0791
H -3.065 -3.454 5.549 -0.5210 0.8163 0.0450 0.1461
C 1.473 0.564 4.538 0.8027 -0.8283 0.8824 0.0089
C 1.634 -0.777 5.295 -0.7064 0.3104 0.5530 -0.2766
C 0.365 -1.441 5.862 0.7593 0.3771 -1.1879 -0.0610
O 0.657 -2.852 5.680 -0.4022 0.7568 0.6812 0.0409
C 1.605 -2.970 4.725 0.0615 -1.9926 -0.3918 -0.5936
O 1.913 -4.023 4.225 -0.3025 1.1522 0.4967 0.1477
O 2.123 -1.795 4.420 0.5803 0.6404 -0.6618 0.0926
H 2.228 0.526 3.752 -0.3163 0.0619 -0.3723 0.0940
H 1.806 1.403 5.149 -0.3908 -0.3382 0.1790 0.0535
H 0.457 0.732 4.183 0.0535 -0.1646 -0.1926 0.0602
H 2.296 -0.739 6.162 0.5813 0.4179 -0.3704 0.1532
H -0.460 -1.156 5.208 -0.4410 -0.1662 0.4267 0.1024
H 0.267 -1.134 6.900 -0.4635 -0.5293 0.0096 0.1380
C 1.748 6.850 3.295 2.4337 -0.8411 -1.0324 -0.0252
C 1.153 5.455 3.059 1.1727 1.1403 -0.0019 -0.2875
C 1.956 4.559 2.101 -0.4161 1.2314 -1.2072 -0.1377
O 2.788 3.759 2.871 -0.0493 -0.7907 2.0971 0.0533
C 2.327 3.772 4.160 2.0961 0.3705 2.9350 -0.4399
O 2.848 3.163 5.110 -2.1086 2.0992 -3.5536 0.0988
O 1.385 4.790 4.321 -0.5393 -2.0561 -0.4424 0.0655
H 1.591 7.350 4.247 -0.8303 -0.0935 -0.2239 0.0930
H 1.734 7.475 2.401 -0.8167 0.3015 0.1989 0.0888
H 2.820 6.622 3.313 0.3055 0.1953 0.3731 0.0851
H 0.194 5.666 2.584 -0.9071 -1.1596 1.1879 0.1493
H 2.563 5.224 1.485 0.0860 -0.2884 -0.3047 0.1292
H 1.362 3.890 1.478 -0.2773 0.2941 -0.0863 0.1313
C 2.652 -2.260 -1.464 0.7089 -0.2225 0.5699 -0.0120
C 3.878 -1.931 -2.341 -3.0044 0.5241 -0.1350 -0.3619
C 4.760 -0.872 -1.784 0.2670 1.0923 -0.5307 -0.0919
O 6.072 -1.263 -2.260 -0.7104 -0.4725 0.3738 0.0751
C 5.995 -2.584 -2.613 0.5044 -0.7068 1.1940 -0.5194
O 6.935 -3.297 -2.803 -0.5543 0.6874 -0.3988 0.1576
O 4.708 -3.033 -2.531 1.3919 -0.5423 -0.1333 0.0987
H 1.992 -2.958 -1.978 -0.0279 -0.0150 0.0769 0.0812
H 2.084 -1.399 -1.105 0.0305 0.4099 -0.7364 0.0554
H 2.963 -2.685 -0.507 0.2380 -0.4854 -0.1648 0.0904
H 3.486 -1.661 -3.324 0.2701 0.3057 -0.0350 0.1148
H 4.626 -0.760 -0.706 0.8417 -0.5235 0.2628 0.1303
H 4.533 0.117 -2.182 0.0357 -0.0965 -0.3366 0.1162
C -2.757 -3.769 -0.767 -1.5632 -0.5980 -1.1473 -0.0113
C -4.190 -3.201 -0.596 2.3181 0.8214 -0.5578 -0.2661
C -5.418 -4.045 -0.874 -0.2415 -0.5929 1.0643 -0.0476
O -6.097 -3.965 0.383 -0.9441 -1.4732 0.0845 0.1014
C -5.363 -3.375 1.283 -1.9552 2.3063 3.6591 -0.6045
O -5.711 -3.101 2.427 0.2347 -1.2433 -1.3093 0.1167
O -4.292 -2.827 0.797 1.1507 0.3903 -1.6859 0.0737
H -1.941 -3.061 -0.893 -0.4582 0.2999 0.4195 0.0475
H -2.855 -4.188 -1.769 0.5744 -0.6366 0.1620 0.0577
H -2.519 -4.512 -0.006 -0.1216 -0.0579 -0.0466 0.0967
H -4.342 -2.365 -1.281 0.5739 0.6572 0.5706 0.1418
H -5.196 -5.094 -1.074 -0.1301 0.0617 -0.2820 0.1441
H -6.150 -3.590 -1.539 0.5401 -0.2548 -0.6059 0.1405
C 0.200 3.862 -2.375 0.6723 -0.6770 -0.1921 -0.0353
C 0.672 4.575 -3.663 0.6182 -0.0537 1.1822 -0.2927
C 1.097 3.697 -4.818 1.3955 1.4287 0.5409 -0.1134
O -0.125 3.446 -5.443 -0.1143 -3.3866 -0.9600 0.0871
C -0.925 4.436 -5.241 -1.8159 3.2984 -1.0658 -0.5908
O -1.941 4.684 -5.857 1.0841 -0.7444 1.1303 0.1320
O -0.337 5.318 -4.375 -0.9036 -0.2567 0.8352 0.0753
H -0.580 3.125 -2.570 -0.3002 0.2779 0.0253 0.0649
H 0.006 4.426 -1.462 -0.7173 0.8082 -0.6077 0.0768
H 1.031 3.281 -1.968 0.3172 -0.2399 -0.6934 0.0365
H 1.504 5.234 -3.419 -0.2273 0.2008 0.0163 0.1425
H 1.763 2.864 -4.616 -0.6028 -0.3037 -0.0156 0.1013
H 1.590 4.414 -5.480 0.5666 -0.3443 -0.1397 0.1464
C -0.638 0.976 1.371 1.4695 -0.2832 -0.0631 -0.2432
S -0.595 1.051 -0.447 0.6605 -0.5452 -1.0798 0.8651
O 0.842 0.768 -0.882 -0.8189 0.6226 0.8341 -0.5791
C -1.376 -0.529 -0.885 -0.5088 0.7279 0.7011 -0.2405
H -1.057 1.781 1.971 -0.7380 0.0571 -0.7081 0.0387
H 0.435 1.124 1.524 0.1772 -0.3167 0.1776 0.0402
H -0.897 0.005 1.787 -0.1124 0.1377 -0.2609 0.0190
H -1.409 -0.704 -1.959 0.3771 0.2557 0.0232 0.0310
H -2.414 -0.451 -0.556 -0.0196 -0.3892 0.2591 0.0569
H -0.797 -1.292 -0.366 -0.1834 -0.0806 -0.0217 0.0550
C -2.312 -1.381 -5.687 -0.9597 -0.4109 -0.2159 -0.2392
S -1.569 -2.672 -4.611 -0.1807 0.4274 0.3447 0.8584
O -2.441 -2.715 -3.344 0.8287 0.1031 -2.2111 -0.5718
C -1.941 -4.187 -5.590 -1.1611 -0.0601 1.5394 -0.2236
H -2.787 -0.684 -4.998 0.3618 0.1855 0.0156 0.0527
H -3.119 -1.771 -6.310 -0.1153 -0.3919 0.2878 0.0484
H -1.674 -0.893 -6.421 0.5051 0.0071 0.5403 0.0340
H -2.817 -4.071 -6.226 0.3200 0.1638 -0.3257 0.0503
H -2.322 -4.728 -4.719 -0.0236 -0.4633 -0.1155 0.0365
H -1.139 -4.803 -5.991 0.2848 0.6896 -0.1909 0.0563
C -4.099 1.197 5.368 0.7871 -0.5187 -1.0422 -0.2282
S -3.397 1.072 3.659 0.6408 -2.9413 0.5201 0.9195
O -1.990 0.448 3.839 -1.6163 1.9696 0.5527 -0.6345
C -4.384 -0.421 3.176 -0.4028 1.4483 -1.1939 -0.2357
H -3.356 1.870 5.791 -0.5605 0.1784 0.5716 0.0439
H -4.051 0.204 5.815 0.2962 0.0272 0.0032 0.0544
H -5.147 1.490 5.362 0.2240 0.5529 -0.0690 0.0565
H -4.262 -0.685 2.124 0.6900 0.2524 -0.0140 0.0437
H -5.414 -0.060 3.151 -0.2343 -0.4577 0.7360 0.0636
H -4.145 -1.326 3.730 -0.3697 1.0171 0.3738 0.0180
C 0.943 -0.108 -3.857 0.2796 -0.5161 -0.7128 -0.2490
S 1.977 0.146 -5.366 0.9994 0.0311 -0.2704 0.8547
O 3.436 -0.230 -5.113 -1.8464 0.1281 0.0566 -0.5525
C 1.367 -1.110 -6.578 -0.0619 -0.1096 0.8192 -0.2290
H -0.093 0.112 -4.121 0.0141 0.1299 -0.2058 0.0414
H 1.267 0.608 -3.103 0.1806 -0.0318 -0.1036 0.0250
H 0.988 -1.124 -3.464 0.1949 0.0087 -0.0320 0.0331
H 1.663 -2.096 -6.221 0.1715 0.0175 -0.0457 0.0550
H 1.825 -0.886 -7.540 0.2078 0.0848 0.1946 0.0503
H 0.287 -1.107 -6.710 0.0316 0.3042 0.1757 0.0069
C 5.080 4.965 -1.410 0.3781 -0.6161 0.4198 -0.2214
S 4.636 3.196 -1.745 -1.1178 0.8218 -1.2863 0.8774
O 3.287 3.450 -2.415 0.7049 -0.7420 0.5669 -0.5856
C 4.297 2.351 -0.150 0.1679 0.9220 -0.2984 -0.2234
H 4.627 5.531 -2.222 -0.2689 -0.3614 -0.0098 0.0459
H 6.154 5.121 -1.503 0.0468 -0.1542 0.4104 0.0431
H 4.679 5.297 -0.454 0.1217 0.0116 0.0146 0.0363
H 3.972 3.093 0.577 0.0035 -0.2261 0.1753 0.0260
H 5.199 1.822 0.156 0.0381 0.1803 0.0988 0.0542
H 3.507 1.630 -0.357 -0.1002 0.1458 -0.1571 0.0359

=====

The records above give, respectively, energy above the lowest of the compared OMol25 structures with the same formula, charge and spin values of 325.4, 305.0 kJ/mol.